No. 1
Molecular formula: C4H9NO
Method: DFT, ωB97M-V/def2-TZVPD

Geometry as XYZ:
```
15
Properties=species:S:1:pos:R:3:lowdin_charge:R:1
C 2.08 -0.45 0.05 -0.090
C 0.88 0.44 -0.23 -0.174
C -0.27 0.15 0.70 -0.436
O -0.20 -0.42 1.76 0.117
N -1.59 0.61 0.24 -0.043
C -2.26 -0.45 -0.68 -0.113
H 1.85 -1.49 -0.19 0.086
H 2.94 -0.14 -0.55 0.076
H 2.36 -0.40 1.11 0.079
H 1.14 1.50 -0.07 0.127
H 0.54 0.35 -1.27 0.111
H -1.55 1.48 -0.28 0.148
H -1.57 -0.53 -1.54 -0.027
H -2.17 -1.38 -0.10 -0.010
H -2.19 0.73 1.05 0.149
```

E_HOMO: -7.06 eV
frontier orbital gap: 7.55 eV
ΔE to the lowest compared entry with this formula, charge and spin: 83.5 kcal per mole
spin multiplicity: 1
M: 87.1 g mol⁻¹
charge: 0
LUMO energy: 0.5 eV

No. 2
Molecular formula: C2H11O6P4
Method: DFT, ωB97M-V/def2-TZVPD

Geometry as XYZ:
```
23
Properties=species:S:1:pos:R:3:lowdin_charge:R:1
C -1.82 0.55 -3.11 -0.050
C -1.37 1.14 -1.78 -0.297
O 2.47 -0.77 1.30 -0.551
O 1.39 2.34 1.78 -0.257
O -0.16 1.06 3.13 -0.304
O -1.21 -2.57 0.92 -0.456
O 1.26 0.47 -1.01 -0.205
O -1.17 0.16 -0.75 -0.407
P 1.56 -2.08 1.95 0.643
P -0.11 1.80 1.61 0.906
P 0.26 -2.32 0.18 0.632
P 0.23 -0.07 0.12 0.599
H -1.11 -0.33 -3.25 0.116
H -2.69 0.04 -2.89 0.052
H -1.86 1.27 -3.84 0.057
H -2.15 1.84 -1.34 0.143
H -0.34 1.56 -2.04 0.120
H 3.30 -0.88 1.86 0.082
H 1.78 1.96 2.52 0.020
H -0.91 0.51 3.33 0.055
H -1.93 -3.13 0.50 0.110
H 2.11 0.66 -0.72 0.035
H 2.49 -3.23 1.53 -0.041
```

E_HOMO: -12.54 eV
frontier orbital gap: 8.16 eV
ΔE to the lowest compared entry with this formula, charge and spin: 23.9 kcal per mole
spin multiplicity: 1
M: 255.0 g mol⁻¹
charge: +1
LUMO energy: -4.4 eV

No. 3
Molecular formula: C42H86Cl6N5O9P
Method: DFT, ωB97M-V/def2-TZVPD

Geometry as XYZ:
```
149
Properties=species:S:1:pos:R:3:mulliken_spin:R:1
C -9.33 -19.83 -25.05 0.000
C -9.25 -18.67 -24.12 0.009
C -7.82 -18.32 -23.59 -0.002
O -7.81 -17.13 -22.77 0.000
C -7.49 -17.44 -21.49 0.001
N -10.00 -17.58 -24.82 0.007
H -9.51 -16.88 -25.36 -0.001
H -10.39 -18.04 -25.62 -0.008
H -10.71 -17.15 -24.24 0.001
H -8.96 -19.59 -26.05 -0.003
H -10.32 -20.21 -25.31 -0.001
H -8.58 -20.55 -24.72 -0.001
H -9.87 -18.88 -23.25 0.001
H -7.16 -18.18 -24.45 -0.002
H -7.26 -19.16 -23.16 0.000
H -8.27 -17.90 -20.88 0.000
H -7.17 -16.49 -21.06 0.000
H -6.62 -18.08 -21.35 0.000
P -10.39 -17.37 -28.06 -0.068
O -9.81 -16.16 -27.31 0.097
O -9.14 -17.72 -29.01 0.516
O -11.19 -16.65 -29.12 0.458
O -11.10 -18.46 -27.33 0.001
C -6.16 -19.61 -28.91 0.019
C -5.21 -18.36 -28.70 -0.023
C -3.78 -18.83 -28.50 0.047
C -3.17 -19.38 -29.82 -0.008
C -3.14 -18.35 -30.93 0.022
C -4.54 -17.61 -31.08 -0.009
N -5.14 -17.33 -29.77 0.293
O -6.23 -16.27 -29.73 0.666
C -4.25 -16.28 -31.81 -0.006
C -5.46 -18.44 -31.96 0.018
C -5.64 -17.87 -27.26 0.034
H -5.89 -20.20 -29.79 0.003
H -7.15 -19.16 -29.00 -0.008
H -6.08 -20.34 -28.11 0.001
H -3.17 -17.94 -28.32 -0.008
H -3.71 -19.47 -27.62 0.002
H -3.78 -20.26 -30.03 -0.001
H -2.20 -19.88 -29.78 0.000
H -2.97 -18.91 -31.85 0.000
H -2.27 -17.72 -30.73 0.000
H -3.58 -16.44 -32.65 0.000
H -5.18 -15.80 -32.10 0.001
H -3.73 -15.58 -31.16 -0.004
H -6.42 -17.96 -32.14 -0.004
H -5.05 -18.55 -32.97 0.001
H -5.86 -19.41 -31.67 -0.001
H -5.03 -17.08 -26.82 -0.007
H -5.47 -18.67 -26.53 -0.005
H -6.71 -17.68 -27.26 -0.021
C -8.33 -20.99 -18.22 0.000
C -7.14 -21.71 -18.85 0.000
C -6.46 -22.55 -17.80 0.000
C -7.35 -23.74 -17.39 0.000
C -7.48 -24.67 -18.61 0.000
C -8.09 -23.96 -19.83 0.000
N -7.62 -22.53 -20.04 0.000
O -8.05 -21.73 -21.19 0.000
C -7.82 -24.76 -21.13 0.000
C -9.58 -24.09 -19.69 0.001
C -6.03 -20.64 -19.14 0.000
H -8.00 -20.42 -17.36 0.000
H -9.12 -21.66 -17.86 0.000
H -8.78 -20.21 -18.83 0.000
H -5.54 -22.91 -18.26 0.000
H -6.02 -21.97 -16.99 0.000
H -8.31 -23.38 -17.02 0.000
H -6.90 -24.30 -16.57 0.000
H -8.07 -25.52 -18.28 0.000
H -6.51 -25.04 -18.93 0.000
H -6.83 -24.49 -21.48 0.000
H -7.95 -25.81 -20.88 0.000
H -8.50 -24.44 -21.93 0.000
H -9.88 -25.10 -19.96 0.000
H -9.76 -23.97 -18.62 0.000
H -10.06 -23.31 -20.28 0.000
H -6.41 -19.75 -19.63 0.000
H -5.29 -21.02 -19.85 0.000
H -5.50 -20.32 -18.24 0.000
C -10.67 -14.21 -20.96 0.004
C -9.70 -13.12 -20.43 0.011
C -9.37 -12.24 -21.67 0.014
C -8.59 -10.97 -21.30 -0.004
C -9.55 -10.18 -20.29 0.015
C -9.74 -10.99 -18.97 0.001
N -10.26 -12.34 -19.26 0.328
O -10.62 -13.17 -18.07 0.589
C -8.54 -11.02 -18.03 0.026
C -10.87 -10.17 -18.35 0.008
C -8.43 -13.83 -20.14 0.034
H -11.57 -13.67 -21.23 -0.004
H -10.85 -14.99 -20.22 -0.001
H -10.25 -14.78 -21.80 0.001
H -8.71 -12.75 -22.37 0.000
H -10.24 -11.95 -22.26 0.000
H -8.43 -10.26 -22.11 0.000
H -7.69 -11.16 -20.72 -0.001
H -10.44 -9.95 -20.87 -0.002
H -9.02 -9.23 -20.20 -0.001
H -8.92 -11.38 -17.07 -0.003
H -7.86 -11.83 -18.29 -0.003
H -8.01 -10.07 -17.92 0.002
H -11.78 -10.26 -18.95 -0.005
H -11.09 -10.38 -17.30 0.000
H -10.52 -9.15 -18.25 0.000
H -7.57 -13.24 -19.83 -0.002
H -8.23 -14.54 -20.95 0.003
H -8.60 -14.37 -19.21 -0.008
C -13.16 -21.22 -23.92 -0.011
C -13.47 -20.64 -22.59 0.003
C -13.05 -21.72 -21.48 0.014
C -12.83 -21.18 -20.08 -0.009
C -12.02 -19.84 -20.08 0.043
C -12.58 -18.75 -20.98 -0.011
N -12.68 -19.41 -22.42 0.336
O -12.82 -18.37 -23.45 0.603
C -13.94 -18.37 -20.42 0.017
C -11.55 -17.56 -20.85 -0.019
C -14.98 -20.38 -22.42 0.032
H -12.08 -21.11 -23.96 0.008
H -13.68 -20.71 -24.73 -0.002
H -13.34 -22.28 -24.11 0.000
H -13.79 -22.51 -21.37 -0.001
H -12.19 -22.28 -21.84 0.000
H -12.42 -21.75 -19.25 -0.001
H -13.81 -21.09 -19.60 0.000
H -10.99 -20.04 -20.38 -0.013
H -12.04 -19.50 -19.04 0.001
H -14.56 -17.90 -21.17 -0.001
H -14.47 -19.16 -19.88 0.000
H -13.76 -17.63 -19.64 -0.001
H -10.65 -17.77 -21.43 0.001
H -12.00 -16.76 -21.44 0.007
H -11.32 -17.26 -19.83 -0.001
H -15.50 -21.21 -22.90 0.000
H -15.33 -19.50 -22.95 0.000
H -15.35 -20.39 -21.39 -0.003
C -3.37 -17.02 -21.87 0.000
Cl -1.59 -16.91 -22.10 0.000
Cl -3.91 -18.58 -21.11 0.000
Cl -4.20 -16.95 -23.40 0.000
H -3.63 -16.25 -21.15 0.000
C -3.25 -20.41 -23.86 0.000
Cl -3.20 -21.82 -22.83 0.000
Cl -4.93 -20.25 -24.57 0.000
Cl -2.34 -20.82 -25.24 0.000
H -2.95 -19.49 -23.36 0.000
```

E_HOMO (spin up / spin down): -0.72 / -0.72 eV
frontier orbital gap (spin up / spin down): 3.85 / 2.95 eV
ΔE to the lowest compared entry with this formula, charge and spin: 71.8 kcal per mole
spin multiplicity: 5
M: 1048.9 g mol⁻¹
charge: -2
LUMO energy (spin up / spin down): 3.1 / 2.2 eV

No. 4
Molecular formula: BCuH22O9
Method: DFT, ωB97M-V/def2-TZVPD

Geometry as XYZ:
```
33
Properties=species:S:1:pos:R:3:mulliken_spin:R:1
Cu -0.12 2.81 0.60 0.001
B -0.43 -0.42 -0.20 0.443
H -0.55 -1.02 -1.09 0.074
H -1.16 0.38 -0.25 0.200
H -0.59 -0.96 0.72 0.094
H 0.52 0.09 -0.27 0.189
O -1.29 -5.23 -2.90 0.000
H -1.42 -4.36 -2.51 0.000
H -1.08 -5.79 -2.15 0.000
O 5.33 -0.03 0.18 0.000
H 4.94 -0.42 -0.60 0.000
H 6.27 -0.19 0.09 0.000
O -4.13 -1.43 2.86 0.000
H -3.83 -1.20 1.98 0.000
H -4.97 -0.98 2.95 0.000
O 0.80 3.98 -2.22 0.000
H 0.30 4.61 -2.74 0.000
H 1.61 3.84 -2.72 0.000
O -1.58 1.74 3.62 0.000
H -1.08 0.94 3.76 0.000
H -2.39 1.60 4.10 0.000
O -3.04 3.80 -0.45 -0.001
H -3.29 4.57 -0.97 0.000
H -3.87 3.45 -0.13 0.000
O 0.32 -4.62 0.99 0.000
H -0.26 -3.89 1.18 0.000
H 1.05 -4.23 0.51 0.000
O 1.83 -1.28 -3.69 0.000
H 1.31 -1.30 -2.89 0.000
H 1.25 -1.64 -4.36 0.000
O 2.85 2.50 2.02 -0.001
H 3.09 1.64 2.36 0.000
H 3.60 3.06 2.22 0.000
```

E_HOMO (spin up / spin down): -13.30 / -13.30 eV
frontier orbital gap (spin up / spin down): 7.80 / 4.33 eV
ΔE to the lowest compared entry with this formula, charge and spin: 87.5 kcal per mole
spin multiplicity: 2
M: 240.5 g mol⁻¹
charge: +1
LUMO energy (spin up / spin down): -5.5 / -9.0 eV

No. 5
Molecular formula: CH3IOS2
Method: DFT, ωB97M-V/def2-TZVPD

Geometry as XYZ:
```
8
Properties=species:S:1:pos:R:3:lowdin_charge:R:1
C 0.81 -1.29 0.20 -0.572
O -2.07 0.89 -0.79 -0.656
S 1.25 0.06 -0.82 0.529
S -1.01 1.91 -0.87 0.212
I -0.83 3.17 1.11 0.429
H -0.21 -1.41 -0.13 0.008
H 0.77 -1.09 1.24 0.015
H 1.29 -2.24 0.06 0.036
```

E_HOMO (spin up / spin down): -9.18 / -8.76 eV
frontier orbital gap (spin up / spin down): 7.55 / 6.92 eV
ΔE to the lowest compared entry with this formula, charge and spin: 42.8 kcal per mole
spin multiplicity: 1
M: 222.1 g mol⁻¹
charge: 0
LUMO energy (spin up / spin down): -1.6 / -1.8 eV

No. 6
Molecular formula: C16H23AsBF4N2O2PdS
Method: DFT, ωB97M-V/def2-TZVPD

Geometry as XYZ:
```
51
Properties=species:S:1:pos:R:3:lowdin_charge:R:1
Pd 0.40 0.70 -0.26 0.358
C 3.67 -1.25 2.32 -0.243
S 2.40 0.00 2.05 0.844
O 3.16 1.24 1.72 -0.560
C 1.75 -0.72 0.55 -0.599
C 2.40 -0.57 -0.70 -0.150
C 2.21 -1.53 -1.70 -0.108
C 1.38 -2.62 -1.50 -0.115
C 0.68 -2.73 -0.29 -0.093
C 0.84 -1.80 0.71 -0.107
H 4.35 -1.24 1.47 0.056
H 3.20 -2.23 2.43 0.053
H 4.20 -0.98 3.23 0.042
H 3.13 0.22 -0.81 0.100
H 2.73 -1.41 -2.65 0.101
H 1.23 -3.35 -2.28 0.100
H -0.02 -3.54 -0.14 0.106
H 0.28 -1.90 1.64 0.101
N -2.55 -2.85 -1.48 0.205
C -1.79 -2.56 -2.54 -0.521
O -1.50 -3.40 -3.39 0.012
C -1.30 -1.15 -2.69 -0.131
C -0.55 -0.84 -3.82 -0.022
C -0.09 0.45 -3.99 -0.067
C -0.41 1.40 -3.04 -0.166
N -1.16 1.14 -1.96 -0.014
C -1.57 -0.12 -1.78 -0.099
H -2.82 -3.82 -1.38 0.116
H -2.74 -2.23 -0.70 0.068
H -0.34 -1.64 -4.52 0.118
H 0.51 0.72 -4.85 0.097
H -0.06 2.42 -3.13 0.101
H -2.18 -0.29 -0.90 0.104
F -3.87 -1.08 2.98 0.110
B -2.85 -1.16 2.03 -1.245
F -3.42 -1.35 0.73 0.052
F -2.00 -2.24 2.30 0.093
F -2.11 0.03 2.01 0.072
C 0.85 4.21 1.21 -0.317
As -0.14 2.52 1.29 1.038
C -1.96 3.20 1.12 -0.308
C -0.06 2.26 3.21 -0.307
H 0.48 4.92 1.95 0.018
H 0.76 4.64 0.21 0.012
H 1.90 3.99 1.40 0.012
H -2.13 4.05 1.78 0.018
H -2.63 2.38 1.39 0.014
H -2.14 3.48 0.09 0.012
H -0.49 3.12 3.73 0.023
H 0.99 2.15 3.51 0.002
H -0.61 1.36 3.46 0.015
```

E_HOMO: -4.27 eV
frontier orbital gap: 6.96 eV
ΔE to the lowest compared entry with this formula, charge and spin: 1.8 kcal per mole
spin multiplicity: 1
M: 575.6 g mol⁻¹
charge: -1
LUMO energy: 2.7 eV